[1]
{
  "formula": "C42H44F5N6O3Tl",
  "method": "ωB97M-V/def2-TZVPD",
  "species": ["Tl", "F", "F", "F", "F", "F", "O", "O", "O", "N", "N", "N", "N", "N", "N", "C", "C", "C", "C", "C", "C", "C", "C", "C", "C", "C", "C", "C", "C", "C", "C", "C", "C", "C", "C", "C", "C", "C", "C", "C", "C", "C", "C", "C", "C", "C", "C", "C", "C", "C", "C", "C", "C", "C", "C", "C", "C", "H", "H", "H", "H", "H", "H", "H", "H", "H", "H", "H", "H", "H", "H", "H", "H", "H", "H", "H", "H", "H", "H", "H", "H", "H", "H", "H", "H", "H", "H", "H", "H", "H", "H", "H", "H", "H", "H", "H", "H", "H", "H", "H", "H"],
  "xyz": [[-1.368, -0.078, 0.963], [-3.201, -0.352, -4.327], [-3.190, -0.892, -1.550], [-0.078, 2.581, -0.977], [-0.275, 3.208, -3.559], [-1.622, 1.601, -5.260], [0.822, 0.200, 0.810], [0.886, -1.562, 2.118], [-0.630, -2.173, -0.783], [2.975, 0.858, -0.625], [-1.860, -3.834, -1.793], [-0.668, 1.928, 2.260], [-0.133, -2.733, -2.913], [0.171, 3.846, 2.975], [-3.819, 1.398, 1.673], [5.780, -0.930, 1.027], [0.219, -3.890, -3.728], [-0.038, 3.081, 4.101], [4.707, 3.442, -3.372], [0.203, 3.252, 5.473], [-2.418, 0.099, -2.072], [3.639, -0.015, 0.226], [0.862, -1.639, -2.921], [-4.130, 1.774, 3.066], [2.957, -0.779, 1.209], [-0.616, 1.007, 5.860], [5.066, -0.031, 0.240], [-0.883, 1.826, -1.746], [-4.909, -1.784, 2.894], [1.472, -0.749, 1.422], [-2.683, -1.282, 2.123], [-2.760, -3.902, -2.953], [-0.894, 2.142, -3.103], [-3.058, -3.145, 3.639], [-1.649, 1.363, -3.942], [5.100, -1.790, 1.885], [-2.454, 0.354, -3.452], [-0.879, -2.858, -1.791], [-0.532, 1.855, 3.637], [4.253, 1.171, -2.733], [3.732, -1.648, 2.016], [-0.813, 0.812, 4.509], [4.754, 2.082, -3.661], [-4.200, 2.503, 0.785], [4.210, 3.945, -2.192], [-0.248, 3.115, 1.905], [5.391, 1.668, -4.947], [-4.571, 0.200, 1.343], [-2.214, -2.390, 2.826], [3.659, 1.711, -1.551], [3.736, 3.062, -1.271], [-0.119, 2.235, 6.337], [-4.435, -2.836, 3.662], [-2.476, -4.167, -0.529], [-1.610, 0.793, -1.169], [4.172, -0.296, -2.949], [-4.048, -0.975, 2.156], [5.116, -0.790, -3.017], [-4.394, -0.008, 0.306], [3.694, -0.474, -3.915], [-3.106, -5.055, -0.639], [1.323, -4.045, -3.714], [-0.058, -3.733, -4.798], [0.494, 4.784, 2.880], [4.696, 1.146, -5.597], [0.447, -0.764, -2.402], [-3.908, 0.920, 3.714], [5.028, 4.109, -4.130], [-5.079, -3.412, 4.292], [-0.155, 3.467, 0.892], [4.254, 5.013, -1.979], [3.587, -0.771, -2.192], [5.568, 0.615, -0.427], [-1.242, -0.129, 4.144], [-0.037, 2.350, 7.410], [-3.659, -3.324, -2.764], [-5.957, -1.528, 3.001], [6.254, 0.987, -4.760], [-0.934, 0.255, 6.557], [-5.190, 2.106, 3.166], [-5.656, 0.299, 1.509], [5.645, -2.537, 2.494], [-3.608, 3.416, 1.038], [-0.293, -4.777, -3.362], [3.327, 3.398, -0.301], [3.141, -2.275, 2.684], [5.783, 2.514, -5.510], [-2.646, -3.893, 4.309], [-2.300, -3.541, -3.855], [1.114, -1.413, -3.955], [-3.106, -4.916, -3.146], [-3.135, -3.362, -0.163], [2.015, 1.091, -0.330], [1.766, -2.013, -2.460], [6.852, -0.922, 0.933], [-5.246, 2.779, 0.932], [-3.459, 2.591, 3.313], [-1.130, -2.604, 2.800], [-4.056, 2.218, -0.273], [-1.695, -4.321, 0.188], [0.660, 4.166, 5.859]],
  "lowdin_charge": [1.15, 0.10, 0.05, 0.05, 0.14, 0.12, -0.16, 0.02, 0.00, 0.08, -0.14, 0.07, -0.13, 0.14, -0.29, -0.09, -0.06, -0.18, -0.06, -0.02, -0.24, -0.18, -0.02, -0.07, -0.05, -0.07, -0.02, -0.23, -0.05, -0.57, -0.23, -0.05, -0.17, -0.07, -0.14, -0.11, -0.13, -0.50, -0.23, -0.16, -0.03, 0.00, -0.23, -0.09, -0.09, -0.12, -0.05, -0.19, -0.13, -0.20, -0.04, -0.09, -0.07, -0.05, -0.05, -0.03, -0.26, 0.08, 0.10, 0.09, 0.09, 0.10, 0.10, 0.15, 0.08, 0.09, 0.09, 0.09, 0.09, 0.12, 0.11, 0.05, 0.09, 0.10, 0.10, 0.08, 0.11, 0.10, 0.10, 0.10, 0.13, 0.11, 0.10, 0.08, 0.12, 0.11, 0.07, 0.10, 0.07, 0.09, 0.09, 0.09, 0.11, 0.08, 0.10, 0.08, 0.08, 0.10, 0.08, 0.09, 0.11],
  "gap_ev": 7.69,
  "e_above_lowest_kcal_mol": 0.0,
  "multiplicity": 1,
  "max_force_ha_per_bohr": 0.037,
  "energy_ev": -77632.191,
  "lumo_ev": 0.360
}

[2]
{
  "formula": "C42H44F9IMnN6P",
  "method": "ωB97M-V/def2-TZVPD",
  "species": ["I", "Mn", "P", "F", "F", "F", "F", "F", "F", "F", "F", "F", "N", "N", "N", "N", "N", "N", "C", "C", "C", "C", "C", "C", "C", "C", "C", "C", "C", "C", "C", "C", "C", "C", "C", "C", "C", "C", "C", "C", "C", "C", "C", "C", "C", "C", "C", "C", "C", "C", "C", "C", "C", "C", "C", "C", "C", "C", "C", "C", "H", "H", "H", "H", "H", "H", "H", "H", "H", "H", "H", "H", "H", "H", "H", "H", "H", "H", "H", "H", "H", "H", "H", "H", "H", "H", "H", "H", "H", "H", "H", "H", "H", "H", "H", "H", "H", "H", "H", "H", "H", "H", "H", "H"],
  "xyz": [[-4.981, -0.758, -2.564], [-2.372, 0.851, -2.091], [0.758, -2.045, 2.927], [-0.939, -8.104, 0.377], [6.202, 1.446, 1.105], [0.188, -2.998, 9.645], [1.287, -8.117, -0.039], [5.672, 0.657, -0.893], [4.375, 2.198, -0.015], [-0.125, -6.864, -1.248], [2.188, -2.230, 9.629], [1.860, -4.338, 9.168], [-0.319, -0.807, -4.145], [-3.550, 2.130, 0.733], [-0.662, 1.017, -5.585], [-0.896, 1.279, -3.222], [-1.446, 3.160, 1.007], [-2.376, 2.739, -1.185], [-1.857, 3.916, 2.181], [-0.619, -4.048, 1.508], [-0.039, -2.090, 5.481], [0.155, -7.333, 0.037], [1.050, -2.341, 4.675], [-1.856, 3.830, -1.883], [0.038, -2.234, 6.886], [2.241, -2.789, 5.264], [-0.555, 6.151, -2.882], [0.150, 0.461, -6.662], [0.564, -3.727, 2.214], [1.190, 2.432, -3.501], [-3.162, -0.752, -1.178], [1.363, -3.082, 8.952], [-0.868, -1.790, -5.081], [1.253, -2.721, 7.474], [-0.625, 0.520, -4.306], [-4.903, 2.143, 0.090], [0.353, -1.304, -2.963], [1.341, 4.808, -3.681], [3.672, -1.046, 0.308], [1.494, -5.892, 1.737], [-1.338, 2.282, -5.885], [-3.338, 1.221, 1.857], [-0.090, 3.342, 0.538], [-0.736, -5.285, 0.946], [4.020, 0.166, 2.359], [1.567, -4.681, 2.361], [1.985, 3.573, -3.760], [-2.476, 2.732, 0.175], [0.008, 4.906, -3.162], [-0.140, 2.451, -3.117], [2.378, -1.598, 2.287], [0.384, -6.152, 0.937], [3.171, -0.696, 3.000], [2.719, -1.862, 0.952], [2.344, -2.993, 6.648], [-2.314, 5.145, -1.556], [5.142, 1.123, 0.264], [-0.725, 3.705, -2.752], [4.285, 0.020, 0.972], [-1.750, 6.248, -2.136], [-2.273, 1.339, 2.133], [-0.486, -0.078, -7.389], [3.253, -3.252, 7.162], [-0.032, 4.281, 0.072], [3.094, -3.106, 4.667], [-0.830, -2.133, 7.524], [-1.719, -1.384, -5.599], [-2.854, 3.695, 2.464], [-1.243, 3.688, 3.042], [3.982, -1.300, -0.689], [2.328, -6.581, 1.742], [1.816, 5.718, -3.986], [0.243, 2.552, -0.141], [-4.077, 1.411, 2.668], [-0.168, -2.112, -5.850], [-3.435, 0.180, 1.493], [-2.670, -1.739, -1.278], [-2.135, 7.246, -1.812], [-4.799, 2.066, -1.005], [3.031, 3.343, -4.107], [3.056, -0.655, 4.084], [-3.152, 5.237, -0.926], [2.424, -4.364, 2.951], [-0.674, 3.166, -5.700], [2.232, -2.639, 0.361], [-2.259, 2.394, -5.296], [1.742, 1.471, -3.593], [-1.803, 5.018, 2.044], [0.614, 3.283, 1.425], [-1.642, 2.345, -6.949], [1.044, -2.111, -3.248], [4.576, 0.953, 2.841], [0.906, -0.263, -6.247], [-0.404, -1.776, -2.299], [0.866, -0.552, -2.420], [-1.427, -3.311, 1.459], [-0.012, 7.092, -3.115], [-1.695, -5.620, 0.560], [-5.407, 3.103, 0.285], [-5.397, 1.229, 0.428], [-3.497, -0.598, -0.162], [-1.239, -2.702, -4.643], [0.735, 1.284, -7.148], [-0.956, -1.794, 4.998]],
  "lowdin_charge": [0.60, 0.74, 1.09, 0.12, 0.10, 0.11, 0.11, 0.12, 0.14, 0.09, 0.12, 0.12, -0.12, -0.15, -0.12, -0.04, -0.14, 0.01, -0.04, -0.08, -0.10, -0.48, -0.40, -0.22, 0.03, -0.07, -0.03, -0.04, -0.36, -0.05, -0.66, -0.52, -0.04, -0.09, -0.35, -0.02, -0.03, -0.03, -0.02, 0.00, -0.02, -0.04, -0.02, -0.02, -0.01, -0.08, -0.05, -0.34, -0.16, -0.26, -0.40, -0.10, -0.09, -0.07, 0.00, -0.03, -0.51, -0.06, -0.09, -0.07, 0.10, 0.10, 0.12, 0.07, 0.11, 0.11, 0.09, 0.07, 0.09, 0.11, 0.13, 0.10, 0.10, 0.11, 0.09, 0.07, -0.05, 0.12, 0.04, 0.13, 0.11, 0.10, 0.10, 0.11, 0.11, 0.10, 0.12, 0.11, 0.12, 0.10, 0.11, 0.12, 0.10, 0.09, 0.07, 0.10, 0.13, 0.13, 0.10, 0.09, -0.09, 0.10, 0.11, 0.09],
  "gap_ev": [7.55, 7.30],
  "e_above_lowest_kcal_mol": 0.0,
  "multiplicity": 6,
  "max_force_ha_per_bohr": 0.060,
  "energy_ev": -126370.021,
  "charge": 1,
  "lumo_ev": [-2.321, -2.764]
}